{
  "formula": "C12H24ClIO28S6Ti",
  "method": "ωB97M-V/def2-TZVPD",
  "symbols": ["Ti", "I", "Cl", "O", "O", "O", "O", "C", "C", "O", "S", "O", "O", "O", "H", "H", "H", "H", "C", "C", "O", "S", "O", "O", "O", "H", "H", "H", "H", "C", "C", "O", "S", "O", "O", "O", "H", "H", "H", "H", "C", "C", "O", "S", "O", "O", "O", "H", "H", "H", "H", "C", "C", "O", "S", "O", "O", "O", "H", "H", "H", "H", "C", "C", "O", "S", "O", "O", "O", "H", "H", "H", "H"],
  "xyz": [[-0.489, -0.282, -1.564], [-1.776, 2.547, -1.676], [-2.302, -2.491, -3.824], [-2.529, -3.868, -4.010], [-3.397, -1.761, -4.292], [-1.970, -2.361, -2.441], [-1.129, -2.047, -4.582], [2.013, 4.653, 0.124], [2.951, 4.095, -0.941], [4.241, 4.596, -0.599], [3.864, 6.168, -0.348], [3.378, 6.822, -1.581], [5.017, 6.766, 0.338], [2.719, 5.694, 0.673], [1.972, 3.787, 0.784], [1.054, 4.962, -0.292], [2.747, 4.585, -1.893], [3.035, 3.009, -0.980], [-0.293, -0.047, 4.075], [0.052, -1.431, 3.507], [1.376, -1.297, 3.020], [1.509, 0.221, 2.254], [0.421, 0.398, 1.213], [2.910, 0.661, 2.023], [0.874, 0.721, 3.723], [-0.353, -0.043, 5.163], [-1.173, 0.346, 3.566], [-0.480, -1.776, 2.621], [0.055, -2.216, 4.263], [1.779, -4.849, 1.110], [2.678, -5.586, 0.135], [2.422, -5.010, -1.059], [2.207, -3.327, -0.938], [1.204, -2.909, -1.894], [3.430, -2.536, -0.852], [1.604, -3.579, 0.572], [2.226, -4.539, 2.055], [0.775, -5.220, 1.318], [2.355, -6.618, 0.277], [3.763, -5.544, 0.221], [-2.346, 5.080, 2.599], [-1.544, 3.849, 2.207], [-1.312, 3.158, 3.370], [-2.628, 3.215, 4.452], [-2.220, 3.750, 5.795], [-3.456, 2.070, 4.407], [-3.296, 4.488, 3.492], [-2.659, 5.597, 1.691], [-1.922, 5.718, 3.375], [-0.524, 3.946, 1.837], [-1.961, 3.317, 1.352], [-5.570, -4.405, 0.290], [-5.493, -4.009, -1.249], [-4.930, -2.727, -1.200], [-5.530, -1.866, 0.109], [-6.956, -1.499, -0.009], [-4.508, -0.866, 0.522], [-5.397, -3.227, 1.043], [-4.871, -5.221, 0.471], [-6.523, -4.822, 0.616], [-6.441, -3.878, -1.771], [-4.960, -4.660, -1.942], [4.278, -0.238, -3.367], [3.476, -0.397, -4.694], [2.142, 0.078, -4.367], [2.234, 1.139, -3.134], [1.703, 0.552, -1.885], [1.789, 2.441, -3.513], [3.893, 1.092, -3.019], [5.359, -0.242, -3.504], [4.081, -0.993, -2.606], [3.387, -1.361, -5.195], [3.963, 0.226, -5.444]],
  "forces_ev_per_angstrom": [[-0.59, -0.11, -0.34], [0.44, -0.48, 0.24], [3.30, -0.18, -2.28], [-0.54, -2.23, -0.61], [-2.09, 1.43, 0.36], [0.12, 1.80, 2.51], [-0.32, -0.25, 0.42], [-0.50, -2.65, -1.05], [0.06, -0.21, -1.77], [0.34, 1.68, -0.24], [3.22, 0.77, -0.57], [0.49, -1.63, 2.98], [-2.94, -1.10, -1.02], [0.65, 3.18, 1.00], [-0.67, 0.68, 0.92], [0.01, -0.18, 0.18], [-0.45, -0.89, -0.35], [-0.29, 0.26, -0.07], [0.39, -0.11, -1.05], [0.16, -0.57, -0.61], [2.29, 0.14, -2.35], [-2.30, -0.18, 0.62], [3.66, -0.65, 2.85], [-4.09, -1.54, 1.04], [0.67, 2.23, -1.19], [-0.06, 0.20, -0.21], [-0.02, 0.21, 0.36], [-0.91, 0.31, 0.39], [0.18, 0.06, -0.06], [0.66, 1.33, 1.62], [0.46, -1.01, 2.16], [-0.78, 2.22, -3.71], [-0.74, -0.72, 0.88], [1.44, -0.91, 1.53], [-1.58, -1.83, -0.01], [-0.16, 3.13, -2.46], [0.32, -1.11, 0.36], [0.18, -0.69, -0.43], [0.11, -0.28, -1.16], [0.04, 0.08, 1.20], [1.46, -0.80, 1.30], [1.24, 1.22, -1.79], [-1.45, -2.26, 3.98], [1.97, 4.55, -0.31], [-0.81, -1.55, -4.15], [0.02, -0.16, -0.25], [-1.92, -2.26, 1.37], [-1.03, -0.10, 0.49], [1.33, 0.72, -1.14], [0.12, 1.05, -0.04], [-0.94, -0.54, 0.44], [-1.08, -1.05, -1.45], [-1.34, 0.18, 0.54], [0.03, 2.51, 0.83], [1.38, 0.54, -0.10], [3.29, -0.99, 0.05], [-3.19, -3.08, -1.20], [0.38, 1.37, 0.13], [0.73, 0.71, 0.51], [-0.31, 0.04, -0.53], [-0.61, -0.32, 0.57], [0.81, 0.14, 0.63], [0.13, -0.67, -1.26], [0.66, -0.23, 0.27], [0.44, 0.85, 0.98], [0.16, -0.47, 0.95], [0.78, 0.53, -2.22], [0.73, -1.17, 0.12], [-1.94, 0.29, 0.55], [-0.10, 0.24, -0.30], [-0.57, 0.25, 0.14], [-0.21, -0.26, 0.77], [-0.34, 0.54, 0.06]],
  "total_charge": -1,
  "multiplicity": 4,
  "homo_energy_ev": [-2.63, -5.25],
  "e_lumo_ev": [1.6, 1.6],
  "de_lowest_kcal_mol": 0.0
}

{
  "formula": "C5H9N3O2",
  "method": "ωB97M-V/def2-TZVPD",
  "symbols": ["N", "C", "N", "C", "C", "O", "C", "C", "N", "O", "H", "H", "H", "H", "H", "H", "H", "H", "H"],
  "xyz": [[-3.611, 0.889, 0.254], [-2.511, 0.612, 0.196], [-1.235, 0.465, 0.112], [-0.438, 1.600, -0.401], [1.058, 1.462, -0.043], [1.546, 0.131, -0.230], [0.822, -0.781, 0.578], [-0.641, -0.790, -0.004], [-1.427, -1.797, 0.626], [-0.453, -1.225, -1.535], [-0.905, 2.565, -0.306], [-0.432, 1.299, -1.483], [1.810, 2.098, -0.594], [1.242, 1.735, 0.995], [0.966, -0.427, 1.714], [1.328, -1.767, 0.332], [-1.306, -2.760, 0.276], [-2.345, -1.535, 1.139], [0.225, -0.617, -1.832]],
  "forces_ev_per_angstrom": [[-2.44, 0.36, 0.26], [-0.33, 0.18, -0.25], [2.45, 1.19, 0.98], [1.36, -1.99, -2.88], [1.07, 0.47, 0.64], [-0.11, 0.84, -0.15], [0.62, 0.15, 0.06], [0.99, -3.27, -0.72], [-1.51, 0.13, 0.86], [-0.88, 0.75, 3.02], [-0.11, 0.14, 0.50], [-0.10, 1.19, 0.32], [-1.48, -0.39, 0.02], [-0.20, -0.02, 0.46], [-0.88, -1.13, -2.29], [-0.94, 0.96, 0.82], [-0.35, 1.20, 0.32], [2.35, -0.78, -1.70], [0.50, 0.02, -0.28]],
  "homo_energy_ev": -9.55,
  "e_lumo_ev": 0.7,
  "de_lowest_kcal_mol": 61.8
}

{
  "formula": "C4H13NO3S",
  "method": "ωB97M-V/def2-TZVPD",
  "symbols": ["C", "N", "C", "C", "S", "C", "O", "H", "H", "H", "H", "H", "H", "H", "H", "H", "H", "H", "O", "H", "H", "O"],
  "xyz": [[1.899, -0.099, 1.172], [1.278, -1.419, 0.938], [-0.007, -1.506, 0.192], [-1.223, -0.939, 0.934], [-1.615, -1.767, 2.522], [0.039, -0.816, -1.270], [0.095, 0.511, -1.477], [2.713, -0.270, 1.876], [1.118, 0.578, 1.525], [2.216, 0.291, 0.212], [1.040, -1.771, 1.861], [-0.100, -2.584, 0.006], [-2.033, -1.051, 0.205], [-1.052, 0.138, 0.989], [-0.881, -1.284, -1.718], [0.921, -1.396, -1.711], [-1.199, 1.575, -1.748], [-2.340, 1.449, -0.778], [-2.027, 2.072, -1.445], [0.656, 2.036, -0.836], [-0.159, 3.263, -0.956], [0.660, 2.988, -0.494]],
  "forces_ev_per_angstrom": [[-1.61, -0.81, -0.76], [0.21, -0.34, 0.06], [0.57, 1.70, -0.59], [0.30, -0.53, -0.37], [0.03, 0.21, -0.02], [0.58, -2.19, 0.37], [0.20, 0.67, 0.25], [0.06, 0.41, 0.00], [0.40, 0.48, 0.46], [0.44, 0.16, -0.03], [-0.11, -0.20, 0.06], [-0.39, 0.12, -0.06], [-0.30, -0.06, 0.21], [-0.06, 0.13, 0.44], [0.22, 0.12, -0.15], [-0.46, 0.49, -0.12], [-0.37, -0.29, 0.55], [0.11, 0.14, 0.06], [0.08, -0.07, -0.56], [0.19, 0.24, 0.65], [0.44, 0.02, 0.68], [-0.54, -0.39, -1.11]],
  "total_charge": -2,
  "homo_energy_ev": 0.32,
  "e_lumo_ev": 6.0,
  "de_lowest_kcal_mol": 0.9
}

{
  "formula": "C41H37CaN8Si",
  "method": "ωB97M-V/def2-TZVPD",
  "symbols": ["Ca", "C", "C", "C", "C", "C", "N", "C", "N", "C", "C", "C", "C", "C", "C", "C", "C", "N", "C", "N", "C", "N", "C", "N", "C", "N", "C", "C", "C", "C", "C", "C", "C", "C", "C", "C", "C", "C", "N", "C", "C", "H", "H", "H", "H", "H", "H", "H", "H", "H", "H", "H", "H", "H", "H", "H", "H", "C", "Si", "C", "C", "C", "C", "C", "C", "C", "C", "H", "H", "H", "H", "H", "H", "H", "H", "H", "H", "H", "H", "H", "H", "H", "H", "H", "H", "H", "H", "H"],
  "xyz": [[-0.478, 0.212, 0.165], [-5.666, 4.632, 0.078], [-6.395, 3.531, -0.435], [-5.779, 2.325, -0.660], [-4.415, 2.195, -0.360], [-3.484, 1.123, -0.506], [-2.296, 1.537, -0.060], [-2.344, 2.854, 0.316], [-1.263, 3.663, 0.563], [-0.004, 3.397, 0.480], [1.068, 4.403, 0.456], [1.068, 5.770, 0.683], [2.265, 6.459, 0.529], [3.433, 5.800, 0.138], [3.426, 4.433, -0.107], [2.238, 3.747, 0.066], [1.887, 2.320, -0.140], [2.737, 1.448, -0.703], [2.405, 0.206, -1.126], [1.404, -0.580, -0.810], [1.439, -1.865, -1.537], [0.263, -2.352, -2.258], [-0.965, -1.985, -2.135], [-1.530, -0.966, -1.418], [-2.900, -0.938, -1.570], [-3.767, -0.085, -1.141], [-3.264, -2.093, -2.439], [-4.485, -2.549, -2.899], [-4.495, -3.649, -3.749], [-3.306, -4.267, -4.136], [-2.081, -3.798, -3.675], [-2.080, -2.712, -2.822], [2.640, -1.686, -2.442], [3.154, -2.444, -3.482], [4.306, -2.010, -4.125], [4.940, -0.824, -3.757], [4.398, -0.032, -2.757], [3.251, -0.476, -2.125], [0.616, 2.159, 0.205], [-3.684, 3.299, 0.158], [-4.329, 4.530, 0.368], [-6.179, 5.573, 0.237], [-7.448, 3.652, -0.655], [-6.321, 1.480, -1.063], [0.158, 6.276, 0.966], [2.293, 7.525, 0.706], [4.348, 6.365, 0.020], [4.314, 3.907, -0.428], [-5.396, -2.052, -2.599], [-5.436, -4.031, -4.122], [-3.341, -5.118, -4.803], [-1.150, -4.262, -3.968], [2.668, -3.343, -3.808], [4.712, -2.601, -4.936], [5.837, -0.513, -4.274], [4.827, 0.918, -2.474], [-3.771, 5.375, 0.750], [0.017, -2.948, 0.971], [1.571, -3.204, -0.103], [3.095, -2.892, 1.045], [3.148, -3.872, 2.231], [3.041, -1.487, 1.674], [4.400, -3.015, 0.247], [1.457, -5.035, -0.775], [2.222, -6.057, 0.072], [2.000, -5.150, -2.198], [-0.002, -5.507, -0.814], [0.076, -3.601, 1.846], [-0.881, -3.217, 0.427], [-0.155, -1.943, 1.370], [2.191, -3.961, 2.745], [3.870, -3.500, 2.962], [3.469, -4.868, 1.941], [2.130, -1.347, 2.262], [3.101, -0.682, 0.947], [3.886, -1.376, 2.360], [4.491, -3.985, -0.246], [5.258, -2.903, 0.917], [4.475, -2.247, -0.519], [3.291, -5.856, 0.106], [2.091, -7.047, -0.377], [1.847, -6.112, 1.094], [3.056, -4.887, -2.248], [1.438, -4.506, -2.874], [1.900, -6.186, -2.538], [-0.440, -5.565, 0.178], [-0.036, -6.514, -1.245], [-0.621, -4.860, -1.429]],
  "forces_ev_per_angstrom": [[-0.35, -0.42, 0.81], [0.04, -0.03, 0.00], [0.01, 0.01, 0.00], [-0.01, 0.01, 0.01], [-0.15, -0.02, -0.03], [-0.03, -0.06, -0.11], [0.61, -0.16, -0.21], [0.29, 0.11, 0.01], [-0.23, 0.03, 0.03], [0.08, -0.04, -0.08], [-0.06, -0.05, 0.07], [0.14, 0.05, -0.02], [-0.07, -0.09, 0.00], [0.00, -0.03, 0.00], [0.02, 0.05, 0.00], [0.06, -0.09, 0.02], [0.00, 0.10, -0.07], [0.01, -0.04, 0.00], [0.10, 0.23, -0.10], [-0.46, 0.19, -0.07], [-0.05, -0.07, 0.11], [0.23, -0.17, -0.07], [-0.13, 0.10, -0.09], [0.13, 0.22, 0.26], [0.11, -0.05, -0.16], [-0.22, 0.08, 0.01], [-0.01, 0.07, 0.03], [-0.02, -0.03, -0.02], [0.06, 0.00, 0.01], [-0.04, 0.05, 0.04], [-0.01, -0.02, 0.01], [0.07, 0.07, 0.05], [0.02, 0.00, 0.00], [0.09, 0.14, -0.04], [0.01, 0.05, 0.04], [-0.06, -0.03, 0.04], [0.02, -0.05, -0.04], [-0.05, 0.04, 0.03], [-0.23, -0.25, -0.39], [0.03, 0.04, 0.04], [-0.05, 0.04, -0.01], [-0.02, 0.04, 0.01], [-0.02, 0.00, -0.01], [-0.04, -0.04, -0.02], [-0.09, 0.05, 0.03], [0.00, 0.06, 0.01], [0.03, 0.01, 0.00], [0.06, -0.02, -0.02], [-0.07, 0.03, 0.02], [-0.04, -0.01, -0.01], [0.00, -0.03, -0.03], [0.08, -0.04, -0.03], [-0.06, -0.10, -0.10], [0.02, -0.02, -0.03], [0.06, 0.02, -0.03], [0.04, 0.07, 0.02], [0.02, 0.02, 0.01], [0.17, 0.04, 0.01], [0.01, 0.00, 0.04], [-0.02, 0.02, -0.05], [0.02, -0.01, -0.10], [-0.01, 0.00, -0.04], [-0.04, -0.03, 0.06], [0.00, 0.06, 0.06], [-0.04, 0.02, 0.05], [-0.03, 0.07, -0.01], [0.04, 0.05, -0.08], [-0.02, -0.02, 0.00], [-0.19, -0.08, -0.17], [0.29, -0.11, 0.06], [-0.10, 0.00, 0.05], [0.06, 0.02, 0.04], [0.00, -0.04, 0.00], [-0.02, 0.01, 0.01], [0.02, -0.03, 0.06], [0.04, -0.01, 0.05], [0.01, -0.06, -0.02], [0.06, 0.01, 0.04], [0.03, 0.08, -0.09], [0.07, 0.01, 0.00], [-0.01, -0.04, -0.01], [0.00, 0.00, 0.08], [0.10, 0.04, -0.04], [-0.01, -0.07, 0.04], [-0.01, -0.06, -0.02], [-0.10, 0.01, 0.20], [-0.01, -0.01, -0.01], [-0.10, 0.11, -0.07]],
  "total_charge": -1,
  "homo_energy_ev": -3.05,
  "e_lumo_ev": 2.0
}